A structure of composition C28H20AsCeF6N5. Source: the Open Molecules 2025 dataset; level of theory: wB97M-V/def2-TZVPD.

Last column: Löwdin charge in e.
Positions of all 61 atoms, in Å:
Ce (-7.93261, -14.25309, -8.39469)  1.4858
C (-11.21130, -17.88450, -8.18118)  0.0390
C (-9.97529, -17.16359, -7.87564)  -0.0057
N (-9.38302, -16.51997, -8.86997)  0.0154
C (-9.82828, -16.61304, -10.09669)  -0.1689
C (-10.96123, -17.38621, -10.50706)  -0.0862
C (-11.70270, -17.96099, -9.46135)  0.0393
C (-11.41963, -17.41588, -11.86978)  0.1016
C (-10.61611, -16.92760, -12.87078)  0.0260
C (-9.42487, -16.30237, -12.51099)  0.0502
C (-9.01286, -16.14127, -11.17746)  -0.1427
N (-7.87774, -15.43342, -10.89795)  0.1357
C (-6.89934, -15.25368, -11.77948)  -0.1394
C (-6.60391, -16.01100, -12.94946)  0.0351
C (-5.45402, -15.87171, -13.62480)  0.0289
C (-4.49305, -14.88589, -13.19001)  0.1259
C (-4.75953, -14.03345, -12.11646)  -0.1205
C (-3.85531, -13.03048, -11.67280)  0.0869
C (-4.14008, -12.42191, -10.45704)  0.0327
C (-5.23434, -12.81594, -9.67682)  -0.0537
N (-6.04469, -13.75368, -10.08929)  -0.0062
C (-5.88147, -14.31509, -11.28305)  -0.1106
H (-11.85366, -18.36439, -7.42979)  0.1367
H (-9.67994, -16.94605, -6.88922)  0.1125
H (-12.60991, -18.55440, -9.66205)  0.1561
H (-12.28398, -17.97376, -12.09200)  0.1332
H (-10.72067, -17.05757, -13.93540)  0.1407
H (-8.89546, -15.75768, -13.24641)  0.1162
H (-7.25951, -16.81077, -13.26515)  0.1318
H (-5.13521, -16.46891, -14.45274)  0.1353
H (-3.48516, -14.79801, -13.63346)  0.1606
H (-3.04695, -12.73007, -12.38069)  0.1656
H (-3.46797, -11.65948, -10.20399)  0.1175
H (-5.31579, -12.42669, -8.61153)  0.1671
C (-9.12152, -13.11654, -4.08237)  0.0228
C (-8.20216, -13.71498, -3.20547)  0.0259
C (-7.25753, -14.55862, -3.69179)  0.0322
C (-7.16811, -14.79130, -5.07469)  -0.1920
N (-8.00917, -14.20713, -5.94011)  -0.0557
C (-8.98736, -13.38571, -5.40672)  -0.0724
C (-6.21738, -15.73995, -5.65232)  -0.2209
C (-5.53494, -16.62480, -4.92111)  -0.0040
C (-4.64835, -17.52236, -5.49484)  0.0312
C (-4.39997, -17.41199, -6.89156)  0.0140
C (-5.15591, -16.48656, -7.60693)  -0.0979
N (-6.03094, -15.66439, -7.00872)  0.0173
H (-9.86534, -12.46309, -3.73196)  0.1225
H (-8.23733, -13.58443, -2.16478)  0.1246
H (-6.42519, -14.96071, -3.10037)  0.1363
H (-9.65224, -12.95376, -6.16788)  0.1088
H (-5.77138, -16.76240, -3.83499)  0.1500
H (-4.14224, -18.26539, -4.87436)  0.1394
H (-3.70188, -18.09903, -7.32013)  0.1167
H (-5.09476, -16.40210, -8.67118)  0.1049
F (-8.89833, -12.51134, -10.37057)  -0.2595
As (-9.70229, -11.54570, -9.12048)  0.8485
F (-8.20509, -11.94259, -8.13270)  -0.3379
F (-8.93637, -10.10672, -9.76519)  -0.1843
F (-10.37775, -10.72266, -7.76629)  -0.1619
F (-11.05897, -11.49937, -10.09169)  -0.1404
F (-10.16841, -13.17835, -8.52432)  -0.3102

Forces on the atoms, in the same order (eV/Å):
Ce 0.191 -0.908 -0.714
C 0.656 0.186 1.135
C -3.594 -0.586 -2.316
N 1.272 0.787 2.229
C -0.817 -1.610 -2.701
C -0.425 1.282 0.510
C 0.185 -0.642 -0.065
C 1.672 -0.390 0.613
C 1.280 0.162 0.008
C -1.285 0.090 0.577
C 1.025 1.274 -0.429
N -1.142 -0.923 -0.254
C 0.980 0.348 1.337
C -1.096 -0.710 0.234
C 2.818 1.894 0.141
C -0.472 -0.631 -0.824
C -0.184 -0.038 1.331
C -0.736 0.012 -0.320
C 0.371 -0.375 -1.469
C 1.803 0.623 1.035
N -1.326 -0.259 0.718
C 0.195 -0.265 -1.625
H 0.835 0.315 0.087
H 0.532 -0.189 1.105
H 0.424 0.530 0.100
H -1.149 -0.405 -0.210
H -0.936 0.032 -0.060
H 0.309 0.272 -0.699
H 0.056 -0.027 0.184
H -0.314 -0.501 -0.308
H -0.763 -0.200 -0.125
H -0.452 -0.155 1.090
H 0.553 1.070 0.961
H -0.182 -0.315 -1.503
C 1.137 -0.833 0.391
C -0.760 0.113 -0.733
C 1.887 -0.652 -1.234
C -0.824 0.247 0.418
N -1.049 0.678 1.262
C 0.447 -0.387 -1.820
C 0.102 1.256 -2.423
C 0.421 -2.185 2.891
C 0.574 0.367 -1.558
C -0.734 -0.164 1.841
C -0.078 -0.093 1.202
N -0.659 0.234 -0.023
H -0.885 0.686 0.347
H -0.214 0.533 1.229
H -0.813 0.149 0.147
H 0.166 -0.022 0.593
H 0.367 0.310 -1.129
H -0.123 0.232 -0.332
H 0.230 -0.070 -0.548
H 0.212 0.019 -0.532
F 0.702 -0.541 0.292
As 0.096 3.138 -0.998
F 0.316 0.307 0.172
F -0.670 -1.671 0.911
F 0.559 -1.049 -0.774
F -0.537 0.123 0.023
F -0.157 -0.473 0.614

The charge is +3. As for the expectation value of S²: 1.04. Its total energy is -4662.146854 hartree. The max |F| is 4.32 eV/A. As for the multiplicity: 2.